No. 1
71
Properties=species:S:1:pos:R:3:forces:R:3:nbo_charge:R:1 method="wB97M-V/def2-TZVPD" gap_ev="5.545 / 6.076" lumo_ha="-0.396 / -0.377" s_squared=2.1292 total_energy_ev=-45906.7992 multiplicity=3 total_charge=+3
W 0.137 0.578 -0.256 -0.1 1.1 0.1 1.645
C -3.750 5.918 -3.144 0.0 0.0 0.0 -0.652
C -2.733 4.962 -2.595 0.0 0.1 0.0 0.087
C -1.364 5.241 -2.653 -0.1 0.0 0.0 -0.180
C -0.451 4.363 -2.118 0.2 0.0 0.0 -0.163
C -0.870 3.165 -1.548 0.1 -0.1 0.0 0.025
N 0.072 2.309 -0.941 0.1 -0.3 0.3 -0.428
C 1.056 2.812 -0.012 0.0 0.1 -0.3 -0.031
C 0.652 3.872 0.847 -0.2 -0.2 0.0 -0.104
C 1.559 4.692 1.449 0.2 0.0 0.1 -0.217
C 2.937 4.532 1.202 0.0 0.0 0.0 0.187
C 3.936 5.462 1.799 0.0 0.0 0.0 -0.670
C 3.360 3.440 0.430 0.1 0.1 0.2 -0.242
C 2.462 2.589 -0.160 -0.2 -0.1 -0.1 0.203
N 2.930 1.418 -0.805 0.0 0.0 0.0 -0.164
C 4.160 1.121 -1.279 0.0 0.0 -0.1 0.063
C 4.214 -0.234 -1.502 0.0 -0.1 0.0 -0.276
C 2.965 -0.720 -1.127 0.1 0.0 -0.1 0.058
N 2.182 0.278 -0.704 0.3 0.0 0.0 -0.399
C -2.232 2.849 -1.508 0.0 -0.1 0.1 0.200
C -3.142 3.770 -2.003 -0.1 0.0 0.0 -0.223
N -2.722 1.641 -0.906 0.0 0.0 0.0 -0.158
C -4.005 1.233 -0.891 0.0 0.0 0.0 0.065
C -4.127 0.169 -0.026 -0.1 0.0 0.0 -0.284
C -2.851 -0.039 0.461 0.0 0.0 0.1 0.031
N -1.979 0.839 -0.068 -0.2 -0.1 -0.1 -0.408
H -3.300 6.869 -3.415 0.0 0.0 0.0 0.247
H -4.546 6.101 -2.421 0.0 0.0 0.0 0.249
H -4.218 5.500 -4.038 0.0 0.0 0.0 0.257
H -1.022 6.159 -3.112 0.0 0.0 0.0 0.255
H 0.611 4.580 -2.148 0.0 0.0 0.0 0.238
H -0.410 4.040 0.979 0.0 0.0 0.0 0.251
H 1.223 5.488 2.101 0.0 0.0 0.0 0.264
H 3.488 6.420 2.054 0.0 0.0 0.0 0.259
H 4.782 5.618 1.131 0.0 0.0 0.0 0.257
H 4.335 5.031 2.724 0.0 0.0 0.0 0.279
H 4.423 3.244 0.355 0.0 0.0 0.0 0.254
H 4.910 1.878 -1.447 -0.1 0.0 0.0 0.269
H 5.051 -0.797 -1.881 0.0 0.0 0.0 0.288
H 2.608 -1.738 -1.143 0.0 0.0 0.0 0.244
H -4.204 3.587 -1.920 0.0 0.0 0.0 0.236
H -4.758 1.705 -1.499 0.0 0.0 0.1 0.263
H -5.026 -0.373 0.215 0.0 0.0 0.0 0.285
H -2.523 -0.781 1.172 0.1 0.0 0.0 0.240
C 1.278 -6.058 3.702 0.0 0.0 0.0 -0.620
C -0.127 -5.486 3.574 0.1 -0.1 0.0 -0.222
N -0.444 -5.057 2.194 0.0 -0.2 0.1 -0.380
C -1.372 -5.900 1.428 0.1 -0.1 0.0 -0.209
C -0.781 -7.246 1.038 0.0 0.0 0.0 -0.628
C 0.059 -3.891 1.806 -0.2 0.2 0.1 0.641
O 0.665 -3.099 2.525 0.1 -0.1 0.0 -0.633
C -0.124 -3.394 0.381 0.1 -0.2 -0.1 -0.096
C -0.068 -4.103 -0.815 0.0 0.0 -0.1 -0.079
C -0.085 -3.423 -2.034 0.0 0.0 0.0 -0.198
C -0.140 -2.047 -2.051 -0.1 0.0 0.1 0.067
N -0.166 -1.360 -0.891 0.0 -0.6 -0.1 -0.539
C -0.149 -2.023 0.280 0.1 0.3 -0.3 0.034
H 1.463 -6.319 4.743 0.0 0.0 0.0 0.245
H 2.024 -5.323 3.401 0.0 0.0 0.0 0.219
H 1.403 -6.959 3.101 0.0 0.0 0.0 0.214
H -0.234 -4.624 4.230 -0.1 0.1 0.0 0.232
H -0.875 -6.224 3.856 0.0 0.0 0.0 0.217
H -1.714 -5.357 0.548 0.0 0.1 0.1 0.188
H -2.255 -6.052 2.050 0.0 0.0 0.0 0.227
H 0.138 -7.133 0.458 0.0 0.0 0.0 0.202
H -1.503 -7.807 0.444 0.0 0.0 0.0 0.244
H -0.546 -7.842 1.919 0.0 0.0 0.0 0.237
H 0.021 -5.182 -0.806 0.0 0.0 0.0 0.268
H -0.037 -3.962 -2.971 0.0 0.0 0.0 0.275
H -0.164 -1.477 -2.969 0.0 0.0 0.0 0.245
H -0.086 -1.441 1.212 0.0 0.0 0.1 0.251



No. 2
70
Properties=species:S:1:pos:R:3:forces:R:3:nbo_charge:R:1 method="wB97M-V/def2-TZVPD" gap_ev="6.368 / 6.077" lumo_ha="0.100 / 0.100" s_squared=0.8376 total_energy_ev=-84055.9381 multiplicity=2 total_charge=-1
Mn 0.832 -0.594 0.611 0.2 0.2 0.2 0.887
C -2.879 -2.577 1.520 0.0 0.1 0.0 -0.268
C -2.776 -3.759 0.799 0.1 0.0 -0.1 -0.172
C -1.579 -4.053 0.177 -0.1 -0.2 0.0 -0.229
C -0.512 -3.159 0.258 0.2 -0.3 -0.3 0.216
N -0.639 -2.007 0.915 -0.1 0.7 0.4 -0.413
C -1.781 -1.741 1.545 -0.1 0.1 0.1 0.058
C 0.823 -3.356 -0.336 -0.1 -0.1 0.1 -0.063
C 1.234 -4.586 -0.848 0.0 0.0 0.0 -0.202
C 2.527 -4.744 -1.326 -0.1 0.1 0.0 -0.270
C 3.390 -3.654 -1.279 0.0 -0.1 0.0 -0.215
C 2.954 -2.435 -0.773 0.1 0.0 -0.1 -0.275
C 1.660 -2.222 -0.273 -0.3 0.1 -0.2 -0.249
H -3.789 -2.299 2.037 0.0 0.0 0.0 0.208
H -3.619 -4.434 0.721 0.0 0.0 0.0 0.203
H -1.469 -4.960 -0.401 0.0 0.0 0.0 0.207
H -1.806 -0.802 2.094 0.0 -0.1 -0.1 0.189
H 0.554 -5.432 -0.863 0.0 0.0 0.0 0.187
H 2.859 -5.697 -1.720 0.0 0.0 0.0 0.193
H 4.409 -3.756 -1.640 0.0 0.0 0.0 0.189
H 3.688 -1.628 -0.778 -0.1 0.0 0.1 0.168
N 2.304 0.696 -0.291 0.0 0.0 0.1 -0.809
C 2.005 2.134 -0.201 -0.3 -0.5 0.0 -0.223
C 1.607 2.441 1.226 -0.2 0.1 0.1 -0.220
N 0.486 1.590 1.643 0.1 -0.4 -0.2 -0.839
H 3.197 0.470 0.141 0.0 0.1 0.0 0.387
H 2.336 0.369 -1.252 -0.1 0.0 0.0 0.383
H 1.154 2.328 -0.857 0.0 0.0 0.0 0.210
H 2.841 2.761 -0.517 0.1 0.1 0.0 0.175
H 1.388 3.512 1.309 0.0 0.0 0.0 0.169
H 2.448 2.230 1.883 0.1 0.0 0.1 0.208
H -0.363 1.807 1.134 0.0 0.1 0.0 0.389
H 0.327 1.638 2.644 0.0 0.0 -0.1 0.389
Cl 1.162 0.801 4.897 0.0 0.0 0.0 -0.070
C 2.638 0.597 3.956 0.0 0.2 -0.1 -0.087
C 3.679 1.474 4.228 -0.1 0.0 -0.1 -0.229
C 4.877 1.374 3.536 -0.1 0.0 0.0 -0.298
C 5.007 0.344 2.600 0.0 0.0 0.0 -0.235
C 3.963 -0.521 2.343 0.0 0.1 0.1 -0.215
C 2.692 -0.417 2.977 0.1 -0.2 0.2 -0.018
C 1.598 -1.267 2.605 0.1 0.0 -0.3 -0.795
H 3.537 2.238 4.983 0.0 0.0 0.0 0.212
H 5.690 2.061 3.736 0.0 0.0 0.0 0.200
H 5.946 0.214 2.071 0.0 0.0 0.0 0.199
H 4.086 -1.328 1.629 0.0 0.0 0.0 0.211
H 0.755 -1.277 3.291 0.0 0.1 0.0 0.199
H 1.898 -2.281 2.353 0.1 0.0 -0.1 0.212
C -5.000 4.268 -3.371 0.0 0.0 0.0 -0.621
C -4.110 3.167 -2.853 0.0 0.0 0.0 -0.028
C -4.049 2.865 -1.505 0.0 0.0 0.0 -0.230
C -3.229 1.845 -1.015 -0.1 0.0 0.0 0.000
C -3.257 1.557 0.468 0.0 0.0 -0.1 -0.633
C -2.452 1.104 -1.902 0.1 0.1 0.0 -0.058
C -2.518 1.379 -3.279 0.0 0.1 0.0 0.016
C -1.693 0.604 -4.274 0.0 0.0 0.1 -0.637
C -3.333 2.410 -3.728 0.0 0.0 0.0 -0.233
C -1.503 0.014 -1.417 0.3 -0.1 -0.3 0.760
O -1.675 -1.122 -1.855 -0.1 -0.1 0.2 -0.685
O -0.562 0.416 -0.647 -0.1 0.0 0.0 -0.816
H -5.383 4.883 -2.555 0.0 0.0 0.0 0.207
H -5.858 3.858 -3.912 0.0 0.0 0.0 0.209
H -4.462 4.921 -4.062 0.0 0.0 0.0 0.208
H -4.656 3.431 -0.802 0.0 0.0 0.0 0.191
H -2.966 2.441 1.042 0.0 0.0 0.0 0.207
H -2.590 0.740 0.729 0.0 0.0 0.0 0.229
H -4.269 1.286 0.782 0.0 0.0 0.0 0.209
H -0.627 0.693 -4.049 0.0 0.0 0.0 0.219
H -1.863 0.976 -5.285 0.0 0.0 0.0 0.193
H -1.927 -0.457 -4.226 0.0 0.0 0.0 0.250
H -3.361 2.632 -4.791 0.0 0.0 0.0 0.191



No. 3
79
Properties=species:S:1:pos:R:3:forces:R:3:lowdin_charge:R:1 method="wB97M-V/def2-TZVPD" gap_ev=6.439 lumo_ha=-0.154 relative_energy_kj_mol=0.0 total_energy_ev=-80166.4686 multiplicity=1 total_charge=+1
Rh -1.518 -1.738 0.849 0.0 0.0 0.0 1.174
N -4.241 1.471 0.299 0.0 0.0 0.0 0.166
C -3.154 0.791 0.622 0.0 0.0 0.0 -0.080
N -2.968 -0.453 0.261 0.0 0.0 0.0 0.019
C -3.950 -1.159 -0.437 0.0 0.0 0.0 -0.237
N -3.826 -2.428 -0.706 0.0 0.0 0.0 0.123
N -2.687 -2.943 -0.142 0.0 0.0 -0.1 -0.143
C -2.395 -4.187 -0.138 0.0 0.0 0.0 0.004
C -1.185 -4.540 0.621 0.0 0.0 0.0 -0.214
C -0.737 -5.836 0.780 0.0 0.0 0.0 0.014
C 0.370 -6.068 1.589 0.0 0.0 0.0 -0.017
C 0.982 -5.005 2.225 0.0 0.0 0.0 -0.007
C 0.486 -3.723 2.021 0.0 0.0 0.0 -0.057
N -0.552 -3.502 1.226 0.0 0.1 0.0 -0.008
C -5.132 -0.428 -0.856 0.0 0.0 0.0 -0.080
C -6.152 -1.021 -1.609 0.0 0.0 0.0 0.004
C -7.265 -0.289 -1.953 0.0 0.0 0.0 -0.043
C -7.384 1.043 -1.546 0.0 0.0 0.0 -0.037
C -6.394 1.644 -0.800 0.0 0.0 0.0 0.004
C -5.267 0.903 -0.458 0.0 0.0 0.0 -0.153
H -4.342 2.414 0.644 0.0 0.0 0.0 0.178
H -2.397 1.274 1.225 0.0 0.0 0.0 0.139
H -3.031 -4.926 -0.613 0.0 0.0 0.0 0.146
H -1.255 -6.649 0.291 0.0 0.0 0.0 0.128
H 0.735 -7.075 1.731 0.0 0.0 0.0 0.124
H 1.827 -5.151 2.881 0.0 0.0 0.0 0.123
H 0.900 -2.852 2.515 0.0 0.0 0.0 0.128
H -6.046 -2.055 -1.905 0.0 0.0 0.0 0.119
H -8.053 -0.745 -2.535 0.0 0.0 0.0 0.117
H -8.264 1.611 -1.816 0.0 0.0 0.0 0.120
H -6.485 2.674 -0.480 0.0 0.0 0.0 0.125
O -0.971 -1.128 4.484 0.0 0.0 0.0 -0.268
S -1.610 -0.699 3.284 0.0 0.0 0.0 0.356
O -0.563 -0.506 2.138 0.1 -0.1 0.0 -0.481
O -2.416 -1.864 2.626 0.1 0.0 0.1 -0.423
O -2.443 0.476 3.348 0.0 0.0 0.0 -0.309
C 2.177 2.396 -4.003 0.0 0.0 0.0 -0.039
C 2.264 2.527 -2.476 0.0 0.0 0.0 -0.501
C 0.822 2.602 -1.949 0.0 0.0 0.0 -0.032
C 2.965 3.853 -2.149 0.0 0.0 0.0 -0.029
C 3.115 1.356 -1.887 0.0 0.0 0.0 -0.422
O 4.387 1.320 -2.553 0.0 0.0 0.0 -0.016
C 3.450 1.431 -0.374 0.0 0.0 0.0 -0.096
C 2.447 1.856 0.710 0.0 0.0 0.0 -0.150
C 3.069 1.696 2.078 0.0 0.0 0.0 -0.227
C 4.169 2.465 2.451 0.0 0.0 0.0 -0.034
C 4.765 2.308 3.690 0.0 0.0 0.0 -0.094
C 4.252 1.371 4.575 0.0 0.0 0.0 -0.669
Cl 4.993 1.169 6.130 0.0 0.0 0.0 0.676
C 3.149 0.606 4.237 0.0 0.0 0.0 -0.090
C 2.566 0.774 2.988 -0.1 0.0 0.0 -0.027
C 2.656 -0.058 -2.306 0.0 0.0 0.0 -0.032
N 1.337 -0.520 -1.892 0.0 0.0 0.0 -0.074
C 0.924 -0.900 -0.693 0.0 0.0 0.1 -0.091
N -0.334 -1.312 -0.781 -0.1 0.0 0.0 -0.031
C -0.643 -1.163 -2.098 0.1 0.0 0.0 -0.163
N 0.352 -0.688 -2.801 0.0 0.0 0.0 0.140
H 1.728 3.300 -4.416 0.0 0.0 0.0 0.092
H 1.543 1.558 -4.301 0.0 0.0 0.0 0.078
H 3.160 2.269 -4.454 0.0 0.0 0.0 0.092
H 0.343 3.471 -2.404 0.0 0.0 0.0 0.093
H 0.752 2.725 -0.873 0.0 0.0 0.0 0.064
H 0.233 1.735 -2.245 0.0 0.0 0.0 0.063
H 2.375 4.681 -2.545 0.0 0.0 0.0 0.094
H 3.949 3.923 -2.617 0.0 0.0 0.0 0.092
H 3.079 4.016 -1.076 0.0 0.0 0.0 0.081
H 4.897 2.095 -2.296 0.0 0.0 0.0 0.099
H 4.295 2.121 -0.291 0.0 0.0 0.0 0.115
H 3.874 0.460 -0.098 0.0 0.0 0.0 0.130
H 1.518 1.284 0.678 0.0 0.0 0.0 0.087
H 2.170 2.902 0.570 0.0 0.0 0.0 0.107
H 4.566 3.210 1.770 0.0 0.0 0.0 0.117
H 5.617 2.909 3.977 0.0 0.0 0.0 0.108
H 2.741 -0.098 4.949 0.0 0.0 0.0 0.110
H 1.679 0.202 2.739 0.0 0.0 0.0 0.083
H 3.394 -0.760 -1.919 0.0 0.0 0.0 0.144
H 2.666 -0.130 -3.388 0.0 0.0 0.0 0.134
H 1.522 -0.873 0.203 0.0 0.0 0.0 0.144
H -1.599 -1.422 -2.524 0.0 0.0 0.0 0.119